*i*
Molecular formula: C3H4ClN
Method: DFT, ωB97M-V/def2-TZVPD

Geometry as XYZ:
```
9
Properties=species:S:1:pos:R:3
C -1.4511 1.4769 -0.0344
C -0.1823 0.8103 0.1870
C -0.1547 -0.6319 -0.6569
N -2.4460 1.8999 -0.3700
Cl -0.5790 -0.4226 -2.3135
H 0.7629 1.3379 -0.0390
H 0.0392 0.5432 1.2399
H -0.8659 -1.3093 -0.0938
H 0.8877 -1.1378 -0.6778
```

Results
LUMO level   0.68 eV
SMILES string   N#CCCCl
Frontier orbital gap   11.680 eV
Charge   0

Results of the Löwdin charge analysis, in e, for atoms 1 through 2: number 1, C, carries -0.29; number 2, C, carries -0.21

***

*ii*
Molecular formula: C3H4ClN
Method: DFT, ωB97M-V/def2-TZVPD

Geometry as XYZ:
```
9
Properties=species:S:1:pos:R:3
C -1.1757 1.5306 0.2478
C -0.8553 0.4663 -0.2220
C -0.3629 -0.7574 -0.5577
N 1.5165 -0.9008 0.5232
Cl 2.5014 0.3998 -0.1150
H -1.6927 2.4582 0.5738
H 0.0806 -0.7739 -1.4722
H -0.9292 -1.7806 -0.3175
H 0.9173 -0.6422 1.3396
```

Results
LUMO level (alpha / beta)   -0.69 / -0.69 eV
Frontier orbital gap (alpha / beta)   8.297 / 8.301 eV
Charge   0

Results of the Löwdin charge analysis, in e, for atoms 1 through 2: number 1, C, carries 0.13; number 2, C, carries -0.26

***

Pick the least stable structure from those above. Pick: *ii*